[1]
Formula: C3H3IN2O
Source: OMol25
Level of theory: ωB97M-V/def2-TZVPD

```
10
Properties=species:S:1:pos:R:3:forces:R:3:lowdin_charge:R:1
C 0.9657 1.5292 -0.1323 0.384 0.766 0.089 -0.615
C -0.1396 -1.0672 -0.2356 3.332 0.106 -0.205 -0.226
C -1.3218 -0.3501 0.1524 -0.867 0.365 0.210 -0.003
N 0.4434 2.5611 -0.1759 -0.469 0.827 0.146 0.100
N 1.4058 0.3290 -0.1872 -1.902 -3.285 -0.351 -0.581
O 0.3198 -2.0917 -0.5085 -0.798 0.838 0.259 0.175
I 3.1800 -0.4472 0.3211 -0.012 0.307 0.050 0.815
H -1.1472 0.1665 1.0959 0.133 -0.002 -0.020 0.113
H -1.5499 0.4192 -0.5839 0.069 0.047 -0.075 0.110
H -2.1562 -1.0489 0.2541 0.131 0.031 -0.103 0.111
```
Positions in Å, forces in eV/Å.

[2]
Formula: Cl2H3PSi
Source: OMol25
Level of theory: ωB97M-V/def2-TZVPD

Results
SMILES ... P[SiH](Cl)Cl

```
7
Properties=species:S:1:pos:R:3:forces:R:3:lowdin_charge:R:1
P -0.3823 -0.7259 -1.0266 1.165 1.079 0.573 0.497
Si 1.8831 -0.0048 0.1738 -1.879 -2.755 0.881 -0.387
Cl 2.2637 1.8816 -0.3362 0.471 0.715 -0.218 0.240
Cl 3.4008 -1.4576 -0.0025 -0.521 0.893 -0.305 0.124
H -0.1739 -1.1647 -2.3542 0.800 -0.583 0.157 -0.210
H -0.5283 0.5278 -1.6951 -0.076 0.179 0.679 -0.208
H 1.6336 -0.1509 1.7384 0.040 0.471 -1.768 -0.057
```
Positions in Å, forces in eV/Å.

[3]
Formula: C24H27BO5
Source: OMol25
Level of theory: ωB97M-V/def2-TZVPD

```
57
Properties=species:S:1:pos:R:3:forces:R:3:lowdin_charge:R:1
C -1.2324 6.7591 -2.5282 0.189 0.710 -0.069 -0.029
C -1.9040 5.4747 -2.5705 -0.733 -1.367 -0.421 -0.304
C -2.8358 4.9604 -3.4517 0.490 -0.032 0.428 -0.019
C -3.0561 3.6277 -3.0472 0.004 0.157 0.213 -0.006
C -2.3226 3.4211 -1.8766 -3.254 -0.680 -0.090 -0.070
B -2.4063 1.8846 -1.0931 -0.591 5.437 -2.046 -0.878
O -2.4403 1.9297 0.3332 0.425 -0.896 -0.150 0.094
C -1.9428 0.6453 0.6436 -0.006 0.052 -0.627 -0.090
C -1.6075 -0.1326 -0.7134 -0.076 0.014 -0.065 -0.362
C -0.8834 -1.3341 -0.2850 -0.825 0.692 0.182 -0.139
C -0.6272 0.6098 -1.7057 -0.191 -1.124 0.219 -0.147
O -1.0482 1.8953 -1.7626 0.285 -0.491 0.595 0.037
C -2.9405 -0.3089 -1.4725 0.159 0.271 0.209 -0.111
O -3.3925 1.0181 -1.7501 1.033 -0.271 0.452 0.049
O -1.5848 4.5177 -1.6182 -0.166 0.566 -0.275 0.097
H -1.6936 7.3926 -3.2845 0.030 0.111 0.026 0.085
H -1.3613 7.2383 -1.5569 0.215 0.070 0.058 0.089
H -0.1698 6.6798 -2.7774 0.011 0.012 0.223 0.090
H -3.3218 5.4733 -4.2734 0.294 0.052 0.139 0.109
H -3.7102 2.8841 -3.4861 0.106 0.194 0.133 0.114
H -1.0699 0.7314 1.3135 -0.421 0.107 -0.436 0.098
H -2.7003 0.0342 1.1832 0.190 0.161 -0.268 0.145
H -0.6896 -2.0161 -1.1216 0.228 0.098 0.110 0.157
H 1.0085 -0.1682 -0.3863 -0.286 0.136 1.052 0.115
H -1.4699 -1.8894 0.4438 0.084 -0.109 0.137 0.126
H 0.4187 0.6708 -1.3795 -0.288 -0.112 -0.464 0.112
H -0.6223 0.0691 -2.6713 -0.155 -0.006 0.046 0.150
H -2.7781 -0.8732 -2.4190 -0.153 0.194 0.485 0.138
H -3.6872 -0.8307 -0.8362 0.333 0.037 -0.309 0.138
C 2.8638 -6.1094 -1.5710 0.141 -0.102 0.450 -0.061
O 2.2543 -5.9399 -0.2783 0.410 -0.197 -0.025 -0.087
C 2.1272 -4.6841 0.2108 -0.089 0.768 -0.908 -0.271
C 1.0215 -4.4538 1.0568 0.421 0.086 -0.421 0.019
C 0.5288 -3.1727 1.1323 0.236 -0.055 0.281 -0.035
C 1.1654 -2.1092 0.4628 0.183 0.923 0.637 -0.253
C 0.4097 -0.7914 0.2878 2.635 -4.774 -0.063 -0.094
C 0.9842 0.0353 2.8115 0.964 0.452 1.093 0.002
C 0.3215 0.6554 3.8603 -0.366 0.321 0.225 -0.069
C 1.0427 1.0272 5.0350 0.433 -0.500 -0.699 -0.070
C 2.4216 0.7677 5.1429 -0.122 -0.019 -0.853 -0.085
C 3.0824 0.1616 4.0564 -0.867 -0.097 -0.290 -0.066
C 2.3399 -0.2188 2.8963 0.610 -0.080 -0.109 -0.074
C 2.4114 -2.3122 -0.1244 -0.100 0.123 0.356 -0.038
C 2.9036 -3.6013 -0.2660 -0.365 -0.823 0.059 -0.012
H 2.6299 -7.1391 -1.8286 0.079 0.017 -0.109 0.089
H 2.4434 -5.4367 -2.3395 0.125 -0.084 0.505 0.105
H 3.9572 -5.9998 -1.5055 -0.331 0.055 -0.116 0.091
H 0.5103 -5.2884 1.5229 0.049 0.020 -0.145 0.123
H -0.3953 -3.0046 1.6952 0.450 -0.007 -0.186 0.126
H 0.4129 -0.3020 1.3830 0.132 0.543 1.253 0.093
H -0.7444 0.8931 3.8069 0.322 -0.062 -0.004 0.110
H 0.5357 1.5347 5.8568 -0.059 -0.203 -0.338 0.106
H 2.9962 1.0858 6.0265 -0.429 -0.224 -0.478 0.110
H 4.1669 -0.0214 4.0680 -0.628 0.061 0.038 0.108
H 2.8820 -0.7057 2.0732 -0.268 0.202 0.323 0.104
H 2.9802 -1.4533 -0.4935 -0.236 -0.324 -0.087 0.126
H 3.8182 -3.7812 -0.8289 -0.261 -0.004 0.126 0.111
```
Positions in Å, forces in eV/Å.

[4]
Formula: C4H7NO
Source: OMol25
Level of theory: ωB97M-V/def2-TZVPD

```
13
Properties=species:S:1:pos:R:3:forces:R:3:lowdin_charge:R:1
C -0.2113 1.9379 -0.9611 -1.321 -3.221 2.200 -0.098
C -1.0704 0.2013 0.1894 0.011 3.075 -2.355 -0.242
C 0.2689 -1.8597 0.2278 -0.002 -0.012 -0.086 -0.076
C 0.0179 -0.4934 0.8948 0.214 -0.246 0.346 -0.212
N 0.9807 2.0531 -0.6812 0.984 0.184 0.138 0.013
O -2.2295 0.0237 0.0505 0.545 -0.305 0.428 0.088
H -0.9183 2.4485 -1.5981 -0.081 0.412 -0.339 0.053
H -0.4221 -2.0248 -0.5971 0.004 -0.072 -0.020 0.074
H 0.1334 -2.6689 0.9386 0.009 -0.062 0.028 0.072
H 1.2779 -1.9085 -0.1673 0.091 -0.050 -0.042 0.072
H 0.9132 0.1299 0.8684 -0.131 0.062 -0.014 0.084
H -0.2917 -0.6293 1.9359 0.000 0.102 -0.076 0.122
H 1.5512 2.7904 -1.1005 -0.321 0.134 -0.207 0.049
```
Positions in Å, forces in eV/Å.

[5]
Formula: C4H6N2O
Source: OMol25
Level of theory: ωB97M-V/def2-TZVPD

```
13
Properties=species:S:1:pos:R:3:forces:R:3:lowdin_charge:R:1
C -2.1239 0.2342 -0.2994 -0.023 0.000 -0.014 -0.069
C -0.8016 -0.4950 -0.2179 -0.202 -0.198 -0.025 -0.236
O 0.2226 0.5112 -0.2002 0.152 0.043 -0.006 -0.018
C 1.4673 0.0577 -0.1327 0.028 -0.341 0.092 -0.541
N 1.8066 -1.1577 -0.1468 -0.031 0.340 -0.070 0.184
C 2.9947 1.9857 0.5102 -0.444 -0.648 -0.606 0.082
N 2.3431 1.1369 0.0160 0.596 0.766 0.686 0.038
H -2.1576 0.8643 -1.1928 -0.019 -0.094 0.112 0.081
H -2.9430 -0.4888 -0.3508 0.105 0.090 0.009 0.081
H -2.2740 0.8692 0.5789 0.028 -0.100 -0.127 0.081
H -0.6269 -1.1537 -1.0739 -0.064 0.075 0.094 0.121
H -0.7105 -1.0974 0.6923 -0.018 0.073 -0.134 0.124
H 2.8160 -1.2521 -0.0745 -0.105 -0.006 -0.012 0.073
```
Positions in Å, forces in eV/Å.

[6]
Formula: H64O32
Source: OMol25
Level of theory: ωB97M-V/def2-TZVPD

```
96
Properties=species:S:1:pos:R:3:forces:R:3:lowdin_charge:R:1
O -1.8585 -14.7535 11.9254 0.369 0.471 0.968 -0.057
H -1.6853 -13.8189 12.1032 -0.025 -0.193 0.040 0.060
H -1.9033 -14.7929 10.9666 -0.177 -0.333 -0.782 -0.012
O 0.3981 -18.2637 11.7648 0.888 0.015 -0.059 -0.116
H 0.9405 -17.4757 12.1173 -0.748 -0.834 -0.565 0.010
H 1.0696 -18.8803 11.4182 -0.320 0.384 0.375 0.049
O -3.3476 -11.9218 6.7805 1.567 -0.943 -0.591 -0.054
H -2.7940 -12.7343 6.8693 -0.274 0.821 -0.118 0.038
H -4.1980 -12.2587 7.0513 -1.062 -0.033 0.570 -0.018
O -6.6638 -16.8899 10.8615 2.246 1.340 -1.829 0.005
H -6.9616 -17.7161 11.1019 -1.108 -2.654 0.939 0.022
H -7.1322 -16.2035 11.2952 -0.912 1.397 0.846 -0.005
O -2.1013 -18.9620 10.1651 0.389 -0.893 -0.363 -0.052
H -2.4078 -18.1154 10.4925 0.250 0.094 0.436 0.032
H -1.3781 -19.3298 10.7155 -0.772 0.913 -0.103 0.050
O -4.6229 -14.7713 12.4700 -0.154 -0.187 0.188 -0.050
H -3.7559 -14.9801 12.8229 0.723 0.434 0.113 0.045
H -4.7977 -15.5774 11.9821 -0.544 -0.384 -0.320 0.045
O -5.8751 -11.0324 5.4944 0.677 0.322 -2.368 -0.004
H -6.7889 -10.8803 5.3567 -1.464 0.469 -0.469 0.048
H -5.8314 -11.1735 6.4004 0.462 -0.396 3.206 -0.023
O -0.2737 -17.3592 6.1162 0.257 0.212 -0.008 -0.054
H -0.9483 -17.9155 5.7157 -0.632 -0.356 -0.412 0.002
H -0.1805 -17.6933 7.0192 0.193 0.105 0.486 0.028
O -4.3875 -16.9565 9.2023 -0.935 -0.100 0.396 -0.081
H -5.1720 -16.7576 9.7892 0.810 -0.372 -0.758 0.041
H -4.7629 -17.2030 8.3233 -0.021 0.087 0.519 0.012
O 1.8410 -14.2649 10.3205 -0.178 0.390 -2.588 -0.131
H 2.6482 -14.3297 9.7653 -0.265 -0.019 0.851 0.053
H 1.2226 -13.9506 9.5344 0.627 -0.430 1.784 0.027
O -7.1975 -14.4353 11.8529 -0.648 0.874 -0.325 -0.056
H -7.7264 -13.7380 11.4181 0.372 -0.602 0.255 0.078
H -6.3408 -14.0222 12.0358 -0.128 -0.207 0.133 0.018
O -1.6542 -14.0314 2.6903 -1.654 0.418 -0.471 -0.080
H -2.0053 -14.9237 2.5426 0.601 -0.672 0.414 -0.004
H -2.5479 -13.6425 2.5078 1.253 0.838 0.461 0.065
O -7.0320 -19.4329 5.3152 0.308 -0.266 0.172 -0.042
H -6.4115 -20.0559 4.8923 -0.639 0.528 -0.005 0.078
H -7.7124 -19.1507 4.6960 0.250 -0.346 -0.189 0.054
O -2.9191 -16.3910 2.9260 1.728 -0.244 -1.716 -0.040
H -3.2663 -16.7397 3.7228 -1.110 -0.306 1.577 -0.006
H -2.0601 -16.8484 2.8584 -0.523 -0.014 -0.189 0.076
O -4.4758 -15.8820 5.0774 -3.287 -0.128 -1.816 -0.049
H -3.7742 -15.4166 5.4515 2.502 1.350 1.401 -0.021
H -5.0122 -15.1175 4.6789 0.430 -1.159 0.678 0.079
O -2.4476 -15.2347 9.2791 -0.044 -0.626 -0.171 -0.070
H -2.9838 -16.0584 9.1403 -0.415 0.592 0.401 0.019
H -1.7404 -15.3470 8.6469 0.583 0.484 -0.300 0.036
O 0.3266 -13.4801 8.2663 -0.446 1.226 -1.256 -0.106
H 0.5669 -13.9271 7.3824 -0.221 0.699 0.952 0.031
H 0.0661 -12.5232 8.0923 0.548 -2.017 0.219 0.106
O -2.1132 -14.5761 5.7744 0.697 -0.271 -0.798 -0.051
H -1.8573 -14.1329 4.9385 -0.384 0.093 0.240 0.047
H -1.5434 -15.3669 5.6997 -0.170 0.153 0.562 0.040
O -3.6527 -11.7182 3.7574 0.331 -1.348 -0.239 -0.053
H -3.9246 -10.8536 3.4688 -0.122 0.523 0.373 0.049
H -3.4239 -11.7211 4.7059 -0.280 0.536 0.035 0.025
O -8.1963 -15.1216 4.7482 0.255 1.414 -0.673 -0.040
H -8.0387 -16.0004 4.4597 -0.008 -1.553 -0.109 0.026
H -7.6821 -14.6320 4.0657 -0.261 0.174 0.808 0.053
O -5.4961 -17.6533 6.8392 0.148 1.128 -1.429 -0.124
H -6.1690 -18.2592 6.4694 0.350 0.304 -0.059 0.022
H -5.2042 -16.9851 6.0863 -0.465 -1.345 1.417 0.069
O 1.2122 -14.9061 6.1914 0.198 -0.342 -1.373 -0.079
H 0.8458 -15.8057 6.0653 0.076 0.338 0.198 0.020
H 1.4184 -14.6026 5.2628 -0.358 0.022 1.136 0.048
O 0.2581 -20.2456 4.8734 -0.833 0.293 -0.570 -0.036
H 0.4140 -19.4061 5.3127 0.203 0.125 0.138 0.014
H 0.9308 -20.8466 5.1436 0.833 -0.529 0.386 0.030
O -3.3633 -19.6413 7.5920 0.217 0.255 0.780 -0.073
H -4.1988 -19.1731 7.4377 0.209 0.113 -0.007 0.012
H -3.0517 -19.3455 8.4867 -0.198 -0.367 -0.793 0.028
O -6.9792 -14.9134 7.3124 -0.938 1.260 -0.940 -0.054
H -7.4948 -14.8893 6.4651 0.504 -0.331 0.725 0.028
H -6.7696 -15.8206 7.4762 0.376 -0.987 0.097 0.008
O -4.3593 -13.1872 10.1604 0.524 -1.612 0.456 -0.089
H -4.4242 -13.6386 11.0501 0.023 0.664 -0.949 0.021
H -3.8622 -13.8885 9.6559 -0.304 0.950 0.376 0.038
O 0.6605 -17.7164 8.8832 0.175 -0.247 -1.179 -0.021
H 0.8449 -16.8308 9.1587 0.570 1.190 0.024 0.027
H 0.1553 -17.9974 9.6307 -0.822 -0.755 0.997 -0.016
O -5.9405 -13.4867 4.3264 1.780 0.386 -1.357 -0.095
H -5.1818 -12.8876 3.9806 -1.425 -0.949 0.598 0.067
H -6.2045 -13.0048 5.1099 0.003 0.290 0.358 0.012
O -5.8725 -12.4494 8.0138 -0.435 -0.378 -0.763 -0.091
H -6.3492 -13.2145 7.6111 0.436 0.270 0.694 0.021
H -5.5183 -12.7872 8.8607 0.061 0.165 0.043 0.008
O 1.6753 -16.0927 12.4798 -2.043 1.503 2.028 -0.069
H 2.0257 -15.5931 11.7515 0.275 0.586 -1.085 -0.003
H 0.9598 -15.4382 12.8247 1.712 -1.804 -0.834 0.119
O 1.0987 -13.4436 3.7590 -1.426 -0.293 -0.160 -0.052
H 1.6342 -13.2669 2.9984 0.815 0.191 -0.530 0.038
H 0.2076 -13.5398 3.3377 0.497 0.013 0.622 0.031
O -2.2991 -19.1865 5.0492 0.190 -1.032 0.333 -0.091
H -1.9492 -20.0390 4.7157 0.147 0.851 -0.243 0.048
H -2.4865 -19.4771 5.9714 -0.460 0.604 0.058 0.013
```
Positions in Å, forces in eV/Å.

Number 1: LUMO level -0.42 eV. Number 2: LUMO level -0.04 eV. Number 3: LUMO level -3.54 eV. Number 4: LUMO level 1.05 eV. Number 5: LUMO level 0.79 eV. Number 6: LUMO level -0.11 eV.